Record 1
{
  "formula": "C23H30MnN6O2S4",
  "method": "ωB97M-V/def2-TZVPD",
  "total_charge": 2,
  "de_lowest_kcal_mol": 9.49,
  "lumo_energy_ev": [-8.2, -8.2],
  "homo_lumo_gap_ha": [0.191, 0.190],
  "s2": 0.81,
  "spin_multiplicity": 2,
  "homo_energy_ev": [-13.38, -13.36],
  "species": ["Mn", "C", "C", "S", "C", "C", "S", "C", "C", "S", "H", "H", "H", "H", "H", "H", "H", "H", "H", "H", "H", "H", "C", "C", "N", "O", "C", "C", "N", "O", "H", "H", "H", "H", "H", "H", "H", "S", "C", "N", "N", "C", "C", "C", "C", "C", "C", "N", "N", "C", "C", "C", "C", "C", "C", "H", "H", "H", "H", "H", "H", "H", "H", "H", "H", "H"],
  "positions_angstrom": [[-0.02433, -0.60182, -0.13843], [-0.59685, 3.85004, 0.22036], [-0.64165, 3.34253, -1.21028], [-0.56759, 1.54739, -1.55459], [-2.25940, 1.06051, -1.93792], [-3.15290, 0.89461, -0.72492], [-2.36548, -0.14472, 0.54372], [-2.47908, 0.88412, 2.04149], [-1.57641, 2.09795, 2.17417], [-2.07389, 3.56057, 1.22119], [-0.48567, 4.93498, 0.15644], [0.28288, 3.48737, 0.75217], [0.19424, 3.74972, -1.77972], [-1.55852, 3.67348, -1.69998], [-2.15009, 0.11828, -2.47853], [-2.68463, 1.77547, -2.64424], [-4.09537, 0.42721, -1.01067], [-3.36115, 1.85809, -0.26440], [-2.28141, 0.18154, 2.85455], [-3.53411, 1.14984, 2.12003], [-0.55978, 1.85584, 1.87250], [-1.54052, 2.36162, 3.23265], [-1.98501, -4.36024, -0.64083], [-1.16214, -3.13532, -0.79858], [-0.71160, -2.44646, 0.19015], [-1.07930, -2.93600, 1.41038], [-0.69777, -2.60341, -2.09547], [-0.78224, -3.42076, -3.33355], [-0.12460, -1.45708, -1.97239], [0.54691, -1.05503, -3.10340], [-2.92787, -4.10268, -0.15512], [-1.48131, -5.07201, 0.01413], [-2.19180, -4.82997, -1.59532], [-0.60892, -2.38394, 2.04802], [-0.47866, -4.44686, -3.13141], [-0.17159, -3.01107, -4.13182], [-1.82239, -3.45258, -3.66593], [0.64376, -0.33428, 1.98306], [2.18339, -1.10254, 1.72939], [2.75041, -1.51220, 2.91336], [3.97312, -1.83574, 2.97083], [5.10189, -1.47310, 2.17902], [5.20501, -0.20922, 1.61155], [6.37862, 0.12275, 0.96208], [7.42548, -0.79187, 0.87891], [7.31276, -2.04179, 1.47086], [6.14846, -2.38596, 2.13936], [2.72647, -1.33321, 0.57723], [1.91933, -0.94165, -0.48164], [2.54167, -0.81929, -1.62521], [1.76777, -0.32795, -2.82843], [2.50148, -0.35495, -4.13217], [3.81243, -0.57733, -4.19417], [4.55172, -0.88973, -2.97960], [3.96757, -1.01460, -1.77387], [4.19887, -2.30722, 3.84357], [4.40270, 0.51005, 1.70256], [6.48550, 1.10877, 0.53286], [8.33905, -0.51922, 0.37153], [8.13084, -2.74605, 1.42725], [6.05384, -3.35126, 2.61828], [1.50244, 0.72050, -2.62900], [1.90943, -0.13661, -5.00991], [4.34003, -0.54772, -5.13544], [5.61865, -1.04742, -3.06271], [4.54349, -1.27980, -0.90243]]
}



Record 2
{
  "formula": "C23H30N2O4",
  "method": "ωB97M-V/def2-TZVPD",
  "de_lowest_kcal_mol": 11.58,
  "lumo_energy_ev": 0.6,
  "homo_lumo_gap_ha": 0.323,
  "smiles": "O=C(N[C@]12C[C@H]3C[C@H](C[C@H](C3)C1)C2)N1CCC(O)(c2ccc3c(c2)OCO3)CC1",
  "homo_energy_ev": -8.20,
  "species": ["O", "C", "N", "C", "C", "C", "C", "C", "C", "C", "C", "C", "C", "N", "C", "C", "C", "O", "C", "C", "C", "C", "C", "C", "O", "C", "O", "C", "C", "H", "H", "H", "H", "H", "H", "H", "H", "H", "H", "H", "H", "H", "H", "H", "H", "H", "H", "H", "H", "H", "H", "H", "H", "H", "H", "H", "H", "H", "H"],
  "positions_angstrom": [[1.31722, 1.68801, 1.45357], [0.80047, 1.30279, 0.41861], [1.34982, 0.34449, -0.38398], [2.70670, -0.16950, -0.19910], [3.74253, 0.95958, -0.24893], [5.14352, 0.37528, -0.08273], [5.23932, -0.34134, 1.26296], [4.21380, -1.47271, 1.30862], [4.49406, -2.46500, 0.18095], [4.39437, -1.74346, -1.16185], [5.42331, -0.61508, -1.21244], [2.99001, -1.16272, -1.32770], [2.81001, -0.89452, 1.14579], [-0.40066, 1.81341, -0.01297], [-1.15804, 1.24506, -1.11072], [-2.49528, 1.95316, -1.28682], [-3.37113, 1.97806, -0.01371], [-4.11847, 3.17823, -0.12829], [-4.29224, 0.76223, 0.00222], [-5.62019, 0.90819, -0.37227], [-6.51042, -0.16210, -0.40915], [-6.01743, -1.39484, -0.06449], [-4.67906, -1.55826, 0.29384], [-3.80026, -0.50597, 0.33399], [-4.44207, -2.87870, 0.57396], [-5.67578, -3.53962, 0.39171], [-6.65417, -2.60652, -0.01249], [-2.47463, 2.05394, 1.24113], [-1.12932, 2.67968, 0.89154], [0.98319, 0.24275, -1.31492], [3.66279, 1.48743, -1.20343], [3.52834, 1.66818, 0.55137], [5.87894, 1.18682, -0.11861], [6.24579, -0.74382, 1.40008], [5.04404, 0.36554, 2.07126], [4.28073, -1.98820, 2.27303], [5.49273, -2.89171, 0.29811], [3.77304, -3.28495, 0.21770], [4.58821, -2.45286, -1.97504], [5.37083, -0.10513, -2.17747], [6.42938, -1.02700, -1.10664], [2.91290, -0.65627, -2.29443], [2.24877, -1.96551, -1.30395], [2.59326, -0.18565, 1.94424], [2.06355, -1.69141, 1.18407], [-1.32866, 0.17137, -0.94890], [-0.59723, 1.36098, -2.04870], [-3.04942, 1.47620, -2.09593], [-2.32652, 2.99292, -1.56862], [-4.67207, 3.27568, 0.65493], [-5.97576, 1.88507, -0.66109], [-7.53924, -0.02977, -0.69780], [-2.77496, -0.67869, 0.61231], [-5.56648, -4.31739, -0.38103], [-5.98481, -4.01145, 1.33849], [-2.30453, 1.06597, 1.66527], [-2.97586, 2.65947, 1.99918], [-0.50801, 2.79656, 1.78153], [-1.27897, 3.66311, 0.43372]]
}



Record 3
{
  "formula": "C23H30N4O5",
  "method": "ωB97M-V/def2-TZVPD",
  "de_lowest_kcal_mol": 8.09,
  "lumo_energy_ev": 0.7,
  "homo_lumo_gap_ha": 0.342,
  "smiles": "CCOc1ccccc1N(CC(=O)NC1CCCC1)C(=O)CCC(=O)Nc1cc(C)on1",
  "homo_energy_ev": -8.64,
  "species": ["C", "C", "O", "C", "C", "C", "C", "C", "C", "N", "C", "C", "O", "N", "C", "C", "C", "C", "C", "C", "O", "C", "C", "C", "O", "N", "C", "C", "C", "C", "O", "N", "H", "H", "H", "H", "H", "H", "H", "H", "H", "H", "H", "H", "H", "H", "H", "H", "H", "H", "H", "H", "H", "H", "H", "H", "H", "H", "H", "H", "H", "H"],
  "positions_angstrom": [[-4.50212, -4.77547, 0.86682], [-4.74819, -3.41842, 1.51869], [-3.73262, -2.48093, 1.22029], [-2.50889, -2.59650, 1.80637], [-2.18708, -3.44565, 2.85881], [-0.90875, -3.44584, 3.39160], [0.06832, -2.60784, 2.88797], [-0.23516, -1.76131, 1.83580], [-1.51216, -1.74669, 1.29947], [-1.81171, -0.90990, 0.19286], [-1.94974, -1.58417, -1.08920], [-0.58734, -1.75964, -1.77810], [-0.07963, -2.84882, -1.95501], [-0.05097, -0.58965, -2.14766], [1.24810, -0.45564, -2.76649], [1.13596, 0.34430, -4.07311], [1.37841, 1.78638, -3.63968], [2.52701, 1.64619, -2.64455], [2.20400, 0.36228, -1.86994], [-1.85334, 0.43469, 0.23860], [-1.92142, 1.11175, -0.77962], [-1.88604, 1.07584, 1.61603], [-1.25668, 2.46339, 1.53903], [0.21984, 2.35164, 1.20813], [0.81632, 1.30326, 1.11989], [0.81378, 3.56914, 1.02789], [2.14424, 3.79116, 0.74510], [3.21762, 2.86531, 0.67220], [4.29216, 3.64964, 0.36680], [5.71921, 3.32829, 0.12998], [3.89702, 4.93038, 0.27104], [2.56369, 5.01314, 0.50711], [-5.32520, -5.44664, 1.09576], [-4.43074, -4.66074, -0.21196], [-3.57528, -5.21637, 1.22603], [-4.87517, -3.52145, 2.60335], [-5.65595, -2.96663, 1.10928], [-2.92647, -4.11034, 3.27673], [-0.68117, -4.11464, 4.20818], [1.06380, -2.61802, 3.30289], [0.50790, -1.09490, 1.42520], [-2.60418, -0.97983, -1.72316], [-2.39349, -2.56569, -0.92391], [-0.55874, 0.26187, -1.93341], [1.60554, -1.47431, -2.93516], [0.16821, 0.19648, -4.54971], [1.91633, 0.02834, -4.76634], [1.62345, 2.44229, -4.47392], [0.49347, 2.18056, -3.13761], [2.61714, 2.51039, -1.98838], [3.46736, 1.53214, -3.18701], [1.69989, 0.59439, -0.93168], [3.10536, -0.20109, -1.63403], [-1.36102, 0.45806, 2.34157], [-2.93352, 1.15578, 1.91647], [-1.37142, 2.99619, 2.48522], [-1.74712, 3.03667, 0.74893], [0.25208, 4.40839, 1.05798], [3.17290, 1.80962, 0.82129], [5.98237, 3.54131, -0.90518], [6.35252, 3.94018, 0.76953], [5.89731, 2.27768, 0.33591]]
}